# CH11NO4

A 5-piece molecular cluster, CH11NO4 overall (ωB97M-V/def2-TZVPD, OMol25).

Each line ends with the natural charge from an NBO analysis.
Atoms and positions in Å:
O (-1.470, -1.651, -1.762)  -0.97
O (2.731, -1.375, -1.326)  -0.96
O (2.165, 1.439, -1.845)  -0.97
O (-0.312, 0.773, -2.987)  -0.97
N (-1.901, -0.243, 5.407)  -0.59
C (-1.956, 0.540, 4.426)  -0.04
H (0.418, 0.682, -2.353)  0.49
H (-1.393, 0.625, 3.497)  0.16
H (-2.168, -1.167, -1.313)  0.47
H (2.708, 0.662, -1.636)  0.50
H (2.812, 2.109, -2.093)  0.48
H (-2.894, 1.092, 4.225)  0.12
H (1.900, -1.291, -0.837)  0.48
H (-2.558, 0.045, 6.116)  0.34
H (2.806, -2.331, -1.422)  0.49
H (-1.034, -0.997, -2.326)  0.49
H (0.148, 1.089, -3.772)  0.48

Forces on the atoms, in the same order (eV/Å):
O 0.191 -0.149 0.110
O -0.399 -0.126 0.285
O 0.548 -0.123 0.137
O 0.081 -0.317 0.146
N 2.045 0.220 0.084
C -2.628 0.357 -1.241
H -0.085 0.401 -0.153
H 1.046 -0.930 0.504
H -0.003 0.052 -0.052
H -0.085 -0.036 -0.107
H -0.239 0.024 0.024
H 0.306 0.704 0.662
H 0.058 0.080 -0.037
H -0.768 -0.350 -0.011
H 0.228 0.071 -0.173
H -0.177 0.161 -0.133
H -0.118 -0.038 -0.045

highest occupied orbital energy = -9.93 eV
SMILES = C=N.O.O.O.O
energy above the lowest of the compared OMol25 structures with the same formula, charge and spin = 35.6 kcal/mol